[1]
Here is a 7-piece molecular cluster, C25H63NO8 overall at a distorted geometry from OMol25. Energies are from the ωB97M-V functional and the def2-TZVPD basis.

Kohn-Sham gap in hartree: 0.34443
Highest occupied orbital energy in Eh: -0.3387
Energy above the lowest of the compared OMol25 structures with the same formula, charge and spin in eV: 1.984
SMILES: C[N+](=O)[O-].CCOCC.CCOCC.CCOCC.CCOCC.CCOCC.CCOCC

Each atom is followed by the atoms it is bonded to, with distances in Å.
Element x y z (Å)
1 C 4.17 -0.30 8.51  N2 1.520, H5 1.090, H6 1.090, H7 1.090
2 N 3.34 -1.43 9.08  C1 1.520, O3 1.261, O4 1.212
3 O 3.90 -2.28 9.82  N2 1.261
4 O 2.19 -1.52 8.69  N2 1.212
5 H 4.06 -0.37 7.43  C1 1.090
6 H 5.23 -0.49 8.73  C1 1.090
7 H 3.82 0.69 8.80  C1 1.090
8 C 7.61 -3.31 12.05  C9 1.552, H13 1.090, H14 1.090, H15 1.090
9 C 7.16 -3.79 10.65  C8 1.552, O10 1.414, H16 1.090, H17 1.090
10 O 7.84 -5.00 10.42  C9 1.414, C11 1.400
11 C 7.22 -6.19 10.82  O10 1.400, C12 1.463, H18 1.090, H19 1.090
12 C 8.29 -7.16 10.61  C11 1.463, H20 1.090, H21 1.090, H22 1.090
13 H 8.66 -3.61 12.07  C8 1.090
14 H 7.59 -2.23 12.16  C8 1.090
15 H 7.09 -3.85 12.85  C8 1.090
16 H 6.08 -3.90 10.71  C9 1.090
17 H 7.35 -3.12 9.81  C9 1.090
18 H 6.84 -6.16 11.85  C11 1.090
19 H 6.43 -6.40 10.11  C11 1.090
20 H 7.87 -8.13 10.34  C12 1.090
21 H 8.90 -7.17 11.51  C12 1.090
22 H 8.84 -6.96 9.68  C12 1.090
23 C 4.07 -5.21 7.94  C24 1.516, H28 1.090, H29 1.090, H30 1.090
24 C 3.13 -4.64 6.89  C23 1.516, O25 1.445, H31 1.090, H32 1.090
25 O 3.89 -4.28 5.71  C24 1.445, C26 1.449
26 C 3.03 -3.94 4.59  O25 1.449, C27 1.577, H33 1.090, H34 1.090
27 C 2.19 -5.17 4.09  C26 1.577, H35 1.090, H36 1.090, H37 1.090
28 H 4.28 -6.26 7.73  C23 1.090
29 H 4.99 -4.63 7.88  C23 1.090
30 H 3.64 -5.06 8.94  C23 1.090
31 H 2.35 -5.39 6.72  C24 1.090
32 H 2.74 -3.70 7.27  C24 1.090
33 H 2.42 -3.10 4.92  C26 1.090
34 H 3.81 -3.76 3.85  C26 1.090
35 H 2.63 -6.16 4.19  C27 1.090
36 H 2.06 -5.07 3.02  C27 1.090
37 H 1.18 -5.16 4.53  C27 1.090
38 C 3.01 3.00 10.30  C39 1.491, H43 1.090, H44 1.090, H45 1.090
39 C 1.74 2.79 11.04  C38 1.491, O40 1.424, H46 1.090, H47 1.090
40 O 1.16 1.83 10.15  C39 1.424, C41 1.378
41 C -0.19 1.64 10.33  O40 1.378, C42 1.583, H48 1.090, H49 1.090
42 C -0.48 0.48 9.30  C41 1.583, H50 1.090, H51 1.090, H52 1.090
43 H 3.63 2.10 10.28  C38 1.090
44 H 2.81 3.47 9.33  C38 1.090
45 H 3.63 3.81 10.68  C38 1.090
46 H 1.80 2.45 12.07  C39 1.090
47 H 1.24 3.75 10.94  C39 1.090
48 H -0.51 1.37 11.34  C41 1.090
49 H -0.80 2.49 10.01  C41 1.090
50 H -1.51 0.12 9.29  C42 1.090
51 H 0.17 -0.38 9.48  C42 1.090
52 H -0.43 0.87 8.29  C42 1.090
53 C -3.62 -3.22 11.85  C54 1.510, H58 1.090, H59 1.090, H60 1.090
54 C -2.16 -3.54 11.63  C53 1.510, O55 1.391, H61 1.090, H62 1.090
55 O -1.35 -2.44 11.90  C54 1.391, C56 1.408
56 C 0.00 -2.57 11.51  O55 1.408, C57 1.549, H63 1.090, H64 1.090
57 C 0.84 -1.44 12.16  C56 1.549, H65 1.090, H66 1.090, H67 1.090
58 H -3.98 -2.60 11.03  C53 1.090
59 H -4.29 -4.06 11.72  C53 1.090
60 H -3.72 -2.89 12.88  C53 1.090
61 H -1.71 -4.39 12.14  C54 1.090
62 H -1.99 -3.90 10.61  C54 1.090
63 H 0.34 -3.53 11.88  C56 1.090
64 H -0.06 -2.54 10.42  C56 1.090
65 H 1.59 -1.12 11.44  C57 1.090
66 H 1.38 -1.71 13.07  C57 1.090
67 H 0.20 -0.57 12.25  C57 1.090
68 C 3.60 -4.54 12.53  C69 1.541, H73 1.090, H74 1.090, H75 1.090
69 C 4.18 -5.85 13.09  C68 1.541, O70 1.442, H76 1.090, H77 1.090
70 O 3.00 -6.59 13.48  C69 1.442, C71 1.451
71 C 3.12 -7.96 13.92  O70 1.451, C72 1.470, H78 1.090, H79 1.090
72 C 3.86 -8.77 12.94  C71 1.470, H80 1.090, H81 1.090, H82 1.090
73 H 2.83 -4.64 11.76  C68 1.090
74 H 3.07 -4.10 13.37  C68 1.090
75 H 4.41 -3.85 12.29  C68 1.090
76 H 4.62 -6.35 12.22  C69 1.090
77 H 4.96 -5.70 13.84  C69 1.090
78 H 3.54 -8.01 14.92  C71 1.090
79 H 2.17 -8.48 14.07  C71 1.090
80 H 4.92 -8.57 13.07  C72 1.090
81 H 3.43 -8.77 11.94  C72 1.090
82 H 3.71 -9.75 13.37  C72 1.090
83 C 7.63 2.00 9.22  C84 1.554, H88 1.090, H89 1.090, H90 1.090
84 C 6.90 2.19 10.58  C83 1.554, O85 1.418, H91 1.090, H92 1.090
85 O 6.08 1.08 10.87  C84 1.418, C86 1.335
86 C 5.53 1.07 12.09  O85 1.335, C87 1.597, H93 1.090, H94 1.090
87 C 4.46 -0.11 12.19  C86 1.597, H95 1.090, H96 1.090, H97 1.090
88 H 7.84 0.94 9.13  C83 1.090
89 H 7.00 2.31 8.39  C83 1.090
90 H 8.62 2.44 9.07  C83 1.090
91 H 7.75 2.30 11.27  C84 1.090
92 H 6.37 3.14 10.68  C84 1.090
93 H 6.32 0.99 12.84  C86 1.090
94 H 5.09 2.06 12.23  C86 1.090
95 H 4.96 -1.04 11.89  C87 1.090
96 H 3.84 0.05 11.31  C87 1.090
97 H 3.91 -0.18 13.12  C87 1.090

Atomic partial charges in e from the Mulliken method, atoms 1 to 8: -0.736 0.738 -0.250 -0.544 0.462 0.244 0.061 -1.232

=====

[2]
Here is the molecule C4H5N3O2S at a distorted geometry from OMol25. Energies are from the ωB97M-V functional and the def2-TZVPD basis.

Kohn-Sham gap in hartree: 0.27937
Highest occupied orbital energy in Eh: -0.2885
Energy above the lowest of the compared OMol25 structures with the same formula, charge and spin in eV: 4.727
SMILES: [H]/N=[N+](\[S-])n1c(O)ccc1O

Each atom is followed by the atoms it is bonded to, with distances in Å.
Element x y z (Å)
1 H 2.91 -1.36 -2.25  N2 1.013
2 N 2.29 -1.02 -1.53  H1 1.013, N3 1.252
3 N 1.09 -0.86 -1.86  N2 1.252, S4 1.620, N5 1.351
4 S 0.33 -1.25 -3.24  N3 1.620
5 N 0.33 -0.32 -0.89  N3 1.351, C6 1.370, C10 1.435
6 C -1.03 -0.12 -0.88  N5 1.370, O7 1.374, C8 1.363
7 O -1.83 -0.05 -1.99  C6 1.374, H12 0.931
8 C -1.38 0.33 0.36  C6 1.363, C9 1.407, H13 1.007
9 C -0.21 0.40 1.14  C8 1.407, C10 1.347, H14 1.030
10 C 0.84 -0.04 0.42  N5 1.435, C9 1.347, O11 1.335
11 O 2.11 -0.26 0.76  C10 1.335, H15 0.970
12 H -2.51 0.59 -2.01  O7 0.931
13 H -2.33 0.52 0.60  C8 1.007
14 H -0.03 0.60 2.13  C9 1.030
15 H 2.54 0.24 1.48  O11 0.970

Atomic partial charges in e from the Mulliken method, atoms 1 to 8: 0.257 -0.765 0.453 -0.247 0.090 0.768 -0.508 -0.867

=====

[3]
Here is a 2-piece molecular cluster, C4H8O2 overall at a distorted geometry from OMol25. Energies are from the ωB97M-V functional and the def2-TZVPD basis.

Kohn-Sham gap in hartree: 0.38963
Highest occupied orbital energy in Eh: -0.3573
Energy above the lowest of the compared OMol25 structures with the same formula, charge and spin in eV: 1.992
SMILES: CC=O.CC=O

Each atom is followed by the atoms it is bonded to, with distances in Å.
Element x y z (Å)
1 C -2.15 -0.65 0.09  C2 1.492, H4 1.087, H5 1.097, H6 1.098
2 C -1.35 0.61 0.11  C1 1.492, O3 1.200, H7 1.110
3 O -0.99 1.17 -0.89  C2 1.200
4 H -1.82 -1.29 -0.72  C1 1.087
5 H -2.10 -1.16 1.06  C1 1.097
6 H -3.22 -0.45 -0.06  C1 1.098
7 H -1.15 1.08 1.10  C2 1.110
8 C 1.98 0.69 0.14  C9 1.532, H11 1.091, H12 1.103, H13 1.086
9 C 1.52 -0.66 -0.43  C8 1.532, O10 1.189, H14 1.117
10 O 0.94 -0.90 -1.44  C9 1.189
11 H 2.27 0.55 1.18  C8 1.091
12 H 2.88 0.79 -0.50  C8 1.103
13 H 1.35 1.56 -0.01  C8 1.086
14 H 1.85 -1.36 0.37  C9 1.117

Atomic partial charges in e from the Mulliken method, atoms 1 to 8: -0.927 0.116 -0.445 0.279 0.301 0.319 0.360 -0.867